1.
{
  "formula": "C23H22CuN5O",
  "method": "the ωB97M-V functional and the def2-TZVPD basis",
  "s_squared": 0.76,
  "homo_energy_ha": [-0.0824, -0.0715],
  "total_charge": -1,
  "relative_energy_kj_mol": 37.5,
  "gap_ev": [4.63, 4.34],
  "multiplicity": 2,
  "mol_weight_g_mol": 448.01,
  "elements": ["Cu", "O", "N", "N", "N", "N", "N", "C", "C", "C", "C", "C", "C", "C", "C", "C", "C", "C", "C", "C", "C", "C", "C", "C", "C", "C", "C", "C", "C", "C", "H", "H", "H", "H", "H", "H", "H", "H", "H", "H", "H", "H", "H", "H", "H", "H", "H", "H", "H", "H", "H", "H"],
  "xyz": [[1.0624, -1.1355, 0.3840], [-1.7991, -0.9583, -0.9789], [1.0590, 0.8031, 0.1733], [-0.6463, 1.2677, 1.8236], [2.8844, -1.0319, -0.8738], [0.1826, -0.9516, 2.1487], [2.5429, 1.1852, -1.7044], [-0.3452, 4.1712, 0.7653], [-3.9809, -1.6053, -0.1923], [-0.7027, 0.0478, 2.3870], [3.0504, -0.0476, -1.8060], [1.2214, 2.9787, -0.6579], [0.8721, 5.3266, -0.9722], [-1.8697, -1.4005, 3.9528], [-1.7674, -0.2017, 3.3056], [0.6656, -2.9456, -0.1217], [-0.0317, 5.3438, 0.0716], [-0.8756, -2.3840, 3.7560], [3.8286, -0.2991, -2.9709], [0.1329, -2.0721, 2.8932], [4.4047, -1.5197, -3.1484], [-3.9118, -0.1070, -0.3941], [3.5606, -2.1768, -1.0442], [0.2929, 2.9979, 0.3763], [4.3143, -2.5035, -2.1514], [-2.6900, 0.1152, -1.2928], [1.4967, 4.1435, -1.3530], [0.1904, 1.6158, 0.8824], [1.6934, 1.5710, -0.7920], [-2.5582, -2.0777, -0.5372], [0.3525, -3.3182, -1.0922], [-2.9574, 0.0639, -2.3497], [0.9600, -2.7343, 2.7354], [-0.9154, -3.3628, 4.2777], [0.8068, -3.7284, 0.6525], [-2.7584, -1.6045, 4.5760], [-4.8312, 0.3287, -0.7835], [4.9828, -1.6948, -4.0409], [3.4424, -2.9084, -0.2383], [-2.0671, -2.4945, 0.3509], [4.8850, -3.4315, -2.1887], [-3.7143, 0.3797, 0.5896], [-2.4332, 0.6538, 3.4205], [-0.4305, 6.3114, 0.3687], [1.1630, 6.2430, -1.4846], [-4.7036, -2.0327, -0.8922], [-4.3416, -1.8798, 0.8106], [3.8563, 0.5282, -3.6863], [2.2448, 4.1246, -2.1203], [-2.5908, -2.8260, -1.3286], [-2.2024, 1.0793, -1.0953], [-1.0248, 4.1539, 1.5902]],
  "forces_ev_per_a": [[0.0, -0.7, -1.0], [-0.5, 0.6, 0.1], [-0.2, 2.2, -0.4], [0.5, 1.8, -0.9], [1.3, 0.9, -0.9], [-0.1, 0.9, 1.6], [-1.3, 2.4, 0.8], [0.6, -0.2, -0.5], [-0.4, -0.2, -0.3], [-0.2, -2.5, 1.0], [0.9, -2.7, 0.0], [-0.4, 0.4, -0.1], [0.5, -0.1, -0.4], [-0.6, -0.7, 0.3], [0.5, 1.0, -0.8], [0.2, -0.1, 0.7], [-0.2, 0.2, 0.4], [-0.9, -0.2, 0.8], [-1.0, 0.8, 0.4], [0.0, 0.4, -0.4], [0.6, -0.6, 0.0], [0.3, 1.1, 1.0], [-0.4, -0.3, 0.4], [-0.2, 0.6, 0.0], [0.3, 0.6, -0.2], [-0.1, -0.5, 0.4], [0.3, -0.4, 0.3], [0.3, -1.5, -0.1], [-0.2, -1.2, 0.6], [0.0, -0.2, 0.6], [-0.1, -0.5, -0.2], [-0.1, 0.1, -0.2], [0.2, -0.4, -0.2], [0.1, 0.8, -0.4], [-0.2, -0.3, -0.6], [0.7, 0.1, -0.2], [0.0, 0.0, -0.1], [0.1, -0.1, -0.2], [-0.1, 0.3, -0.2], [0.2, 0.0, -0.4], [-0.3, 0.2, -0.1], [-0.1, -0.2, -0.6], [-0.1, -0.4, 0.2], [-0.2, -0.3, 0.1], [-0.2, -0.1, 0.1], [0.0, -0.1, -0.1], [0.4, 0.1, -0.2], [0.2, -0.5, 0.1], [0.2, 0.0, -0.4], [0.1, -0.2, 0.0], [0.1, -0.3, 0.0], [-0.4, 0.0, 0.3]]
}

=====

2.
{
  "formula": "C23H22F3N8S3Y",
  "method": "the ωB97M-V functional and the def2-TZVPD basis",
  "homo_energy_ha": -0.4843,
  "total_charge": 2,
  "relative_energy_kj_mol": 20.4,
  "gap_ev": 6.83,
  "mol_weight_g_mol": 652.59,
  "elements": ["Y", "S", "S", "S", "F", "F", "F", "N", "N", "N", "N", "N", "N", "N", "N", "C", "C", "C", "C", "C", "C", "C", "C", "C", "C", "C", "C", "C", "C", "C", "C", "C", "C", "C", "C", "C", "C", "C", "H", "H", "H", "H", "H", "H", "H", "H", "H", "H", "H", "H", "H", "H", "H", "H", "H", "H", "H", "H", "H", "H"],
  "xyz": [[0.2615, -0.0358, 0.0008], [-0.5664, -2.1737, -1.3203], [2.3746, 0.1622, -1.7545], [-2.5456, 0.5071, 0.1677], [-3.0517, -4.1049, -1.2701], [-2.8650, -5.8237, 0.0207], [-1.2321, -5.2691, -1.2781], [0.1825, 0.2348, -3.4883], [-0.3557, 1.6447, 1.9125], [-3.7960, 2.3748, 1.5333], [-0.2010, 1.7637, -1.7483], [2.0027, 0.3593, 1.7260], [1.6444, -1.3037, -3.9002], [-0.4325, -1.9695, 1.2965], [-1.5714, 2.2636, 1.9631], [0.4654, 3.3177, 3.5173], [0.6432, -1.4263, -4.8509], [-0.4250, 1.4259, -3.0106], [-0.6693, 2.9481, -1.3266], [-1.1819, 2.2000, -3.8763], [-1.6329, -3.9083, 0.6030], [2.8086, -2.1807, -3.7841], [-2.1998, -4.7823, -0.4937], [1.8457, 1.2965, 2.6776], [-2.6405, 1.7618, 1.2781], [-0.9128, -2.7439, 0.2976], [-1.4134, 3.7952, -2.1119], [2.7775, 1.4724, 3.6802], [3.0893, -0.4118, 1.7547], [-1.6971, 3.3926, -3.4107], [-1.8158, -4.2601, 1.9248], [-0.2642, -0.4750, -4.6057], [0.5883, 2.0973, 2.6551], [1.3691, -0.2980, -3.0598], [-1.2999, -3.4581, 2.9389], [3.9043, 0.6564, 3.7104], [4.0667, -0.3014, 2.7305], [-0.6243, -2.3223, 2.5762], [-0.4245, 3.2152, -0.3062], [4.9283, -0.9537, 2.7112], [0.0260, 3.0741, 4.4894], [-1.4255, -3.7147, 3.9810], [0.6587, -2.1954, -5.6036], [-1.3329, 1.9053, -4.9040], [-2.3617, -5.1622, 2.1652], [4.6400, 0.7757, 4.4950], [-2.2890, 4.0171, -4.0667], [2.6372, 2.2211, 4.4459], [2.8340, -2.6145, -2.7882], [-4.6224, 2.0386, 1.0654], [-0.2087, -1.6560, 3.3242], [-0.1499, 4.0821, 3.0424], [3.1845, -1.1435, 0.9599], [-1.2003, -0.2739, -5.0928], [-1.7216, 2.9848, 2.6513], [3.7218, -1.6173, -3.9555], [1.4392, 3.7654, 3.6937], [-1.7607, 4.7436, -1.7274], [-3.9176, 3.0503, 2.2712], [2.7156, -2.9673, -4.5263]],
  "forces_ev_per_a": [[-0.3, 0.3, 0.1], [-0.1, 0.0, 0.0], [0.1, -0.1, 0.1], [0.1, 0.0, 0.1], [-0.1, 0.1, -0.1], [0.0, 0.0, 0.0], [0.1, 0.0, -0.1], [-0.1, 0.1, 0.0], [0.1, -0.2, -0.2], [-0.1, -0.1, 0.0], [-0.3, -0.1, 0.2], [-0.2, -0.1, -0.2], [0.0, -0.1, 0.0], [0.1, 0.0, -0.1], [0.0, -0.1, -0.1], [0.0, -0.1, 0.0], [0.2, -0.1, 0.1], [0.2, 0.0, -0.1], [0.1, 0.0, 0.0], [0.0, 0.1, -0.2], [0.0, 0.0, 0.0], [-0.1, 0.0, 0.0], [0.0, 0.0, 0.1], [-0.1, 0.1, 0.0], [0.0, 0.0, 0.0], [0.1, 0.1, 0.2], [0.0, 0.0, -0.1], [0.1, 0.0, 0.1], [0.0, 0.0, -0.1], [0.0, 0.0, 0.0], [0.0, 0.0, 0.0], [-0.1, 0.1, 0.1], [0.1, 0.0, 0.1], [0.0, -0.1, -0.1], [0.0, -0.1, 0.1], [0.0, 0.0, 0.0], [0.1, 0.0, 0.1], [0.1, 0.2, 0.0], [0.0, 0.0, 0.0], [0.0, 0.0, 0.0], [0.0, 0.0, 0.0], [0.0, 0.0, 0.0], [0.0, 0.0, 0.0], [0.0, 0.0, 0.0], [0.0, 0.0, 0.0], [0.0, 0.0, 0.0], [0.0, 0.0, 0.0], [0.0, 0.0, 0.0], [0.0, 0.0, 0.0], [0.0, 0.0, 0.0], [0.0, 0.0, 0.0], [0.0, 0.0, 0.0], [0.0, 0.0, 0.0], [0.0, 0.0, 0.1], [0.0, 0.0, 0.1], [0.0, 0.0, 0.0], [0.0, 0.0, 0.0], [0.0, 0.0, 0.0], [0.0, 0.0, 0.0], [0.0, 0.0, 0.0]]
}